The following is a DFT calculation (ωB97M-V with the def2-TZVPD basis set) of C2H2As3CuF18O6Pt2 as an isolated structure.

**Strongest force on any atom**: 2.309 eV/Å
**Expectation value of S²**: 6.006
**Lowest unoccupied orbital energy (alpha / beta)**: -2.2 / -5.5 eV
**HOMO energy (alpha / beta)**: -11.6 / -11.7 eV

Geometry as ORCA input:
```
! RIJCOSX wB97M-V def2-TZVPD def2/J DEFGRID3
* xyz 0 5
Pt -1.808 0.397 -0.659
Pt 0.979 2.555 1.491
Cu 0.730 -2.668 -1.323
As -2.718 -3.067 0.661
F -1.289 -3.281 -0.323
F -1.692 -2.495 1.894
F -4.087 -2.723 1.605
F -3.673 -3.524 -0.662
F -2.645 -4.679 1.194
F -2.767 -1.352 0.052
As -0.300 -0.368 -4.062
F -1.294 -0.444 -2.567
F 0.739 -1.529 -3.265
F 0.606 -0.387 -5.489
F -1.364 0.826 -4.641
F 0.652 0.824 -3.275
F -1.267 -1.611 -4.685
As 2.079 0.879 4.784
F 1.153 2.202 5.344
F 1.859 1.624 3.110
F 3.033 -0.309 4.006
F 2.272 0.174 6.324
F 0.649 0.016 4.477
F 3.474 1.854 4.983
O -0.492 4.186 -2.203
C -0.450 3.295 -1.196
O 0.380 3.506 -0.229
O -1.232 2.297 -1.306
H 0.183 4.879 -1.977
O 2.191 -0.916 -0.841
C 1.289 -0.121 -0.267
O 1.668 0.936 0.308
O 0.114 -0.555 -0.313
H 3.030 -0.419 -0.951
*
```